{"formula": "CCl2O4S", "method": "ωB97M-V/def2-TZVPD", "symbols": ["C", "O", "O", "O", "O", "S", "Cl", "Cl"], "coordinates": [[0.642, -1.181, -0.450], [-1.067, 0.430, 1.393], [-1.031, 1.298, -0.908], [1.045, -0.084, -0.139], [0.232, 2.357, 0.932], [-0.507, 1.291, 0.418], [1.634, -2.532, -0.437], [-0.947, -1.578, -0.809]], "lowdin_charge": [-1.298, -0.270, -0.282, -0.087, -0.211, 0.539, 0.785, 0.825], "e_lumo_ev": -0.87, "e_homo_ha": -0.4193, "multiplicity": 1, "gap_ev": 10.5}



{"formula": "CCl2S", "method": "ωB97M-V/def2-TZVPD", "symbols": ["C", "S", "Cl", "Cl"], "coordinates": [[-1.170, 0.254, -0.015], [-2.570, -0.391, 0.001], [0.433, 0.389, 0.008], [3.308, -0.252, 0.006]], "lowdin_charge": [-1.101, 0.921, 0.761, -0.581], "e_lumo_ev": [-3.23, -3.23], "e_homo_ha": [-0.3031, -0.3031], "de_lowest_kj_mol": 276.4, "multiplicity": 1, "gap_ev": [5.0, 5.0]}



{"formula": "CCl3FOS", "method": "ωB97M-V/def2-TZVPD", "symbols": ["C", "O", "F", "S", "Cl", "Cl", "Cl"], "coordinates": [[-1.278, -2.127, -1.050], [-0.568, 1.280, 0.595], [-2.037, -1.366, -1.856], [0.414, 1.404, 1.620], [0.078, -2.667, -1.853], [1.326, 3.263, 1.268], [2.066, 0.213, 1.276]], "lowdin_charge": [-0.536, -0.556, -0.100, 0.233, 0.646, 0.152, 0.162], "e_lumo_ev": -0.67, "e_homo_ha": -0.3729, "de_lowest_kj_mol": 182.4, "multiplicity": 1, "gap_ev": 9.5}



{"formula": "CCl3O2P", "method": "ωB97M-V/def2-TZVPD", "symbols": ["C", "O", "O", "P", "Cl", "Cl", "Cl"], "coordinates": [[-1.272, -0.002, -0.015], [2.528, 1.032, -0.163], [1.326, -1.185, -0.318], [1.618, 0.015, 0.486], [-2.318, -0.958, 0.985], [-1.471, -0.047, -1.718], [-0.411, 1.145, 0.742]], "lowdin_charge": [-1.661, -0.414, -0.395, 0.458, 0.604, 0.651, 0.757], "e_lumo_ev": [-2.52, -1.73], "e_homo_ha": [-0.3409, -0.3606], "de_lowest_kj_mol": 134.1, "multiplicity": 1, "gap_ev": [6.8, 8.1]}



{"formula": "CClFN2O", "method": "ωB97M-V/def2-TZVPD", "symbols": ["C", "N", "N", "O", "F", "Cl"], "coordinates": [[0.870, -0.459, 0.052], [1.656, -1.054, 0.619], [-1.186, 0.460, -0.537], [0.117, 0.268, -0.704], [-1.186, 1.635, 0.579], [-1.930, -0.904, 0.174]], "lowdin_charge": [-0.369, 0.212, -0.369, -0.057, -0.165, 0.749], "e_lumo_ev": -1.20, "e_homo_ha": -0.4453, "de_lowest_kj_mol": 41.1, "multiplicity": 1, "gap_ev": 10.9}



{"formula": "CClFN2O3", "method": "ωB97M-V/def2-TZVPD", "symbols": ["C", "N", "N", "O", "O", "O", "F", "Cl"], "coordinates": [[-0.320, 0.543, -0.292], [-0.556, -0.375, -1.367], [0.315, -0.585, 0.967], [0.479, -0.643, -1.965], [-0.435, -1.333, 1.472], [1.439, -0.308, 1.147], [0.773, 1.419, -0.231], [-1.695, 1.281, 0.270]], "lowdin_charge": [-0.833, 0.018, -0.351, 0.058, 0.120, 0.142, -0.004, 0.851], "e_lumo_ev": [-2.11, -2.11], "smiles": "O=N[C@@](F)(Cl)[N+](=O)[O-]", "e_homo_ha": [-0.3922, -0.3920], "de_lowest_kj_mol": 56.6, "multiplicity": 1, "gap_ev": [8.6, 8.6]}



{"formula": "CClFO2", "method": "ωB97M-V/def2-TZVPD", "symbols": ["C", "O", "O", "F", "Cl"], "coordinates": [[0.643, -0.509, -0.217], [1.555, 0.175, -0.088], [-1.420, 0.568, 0.097], [-0.963, 1.778, 0.419], [0.186, -2.011, -0.211]], "lowdin_charge": [-0.765, 0.154, -0.153, -0.168, 0.932], "e_lumo_ev": [-0.95, -1.27], "e_homo_ha": [-0.3718, -0.3308], "de_lowest_kj_mol": 199.4, "multiplicity": 1, "gap_ev": [9.2, 7.7]}



{"formula": "CClN2O4", "method": "ωB97M-V/def2-TZVPD", "symbols": ["C", "N", "N", "O", "O", "O", "O", "Cl"], "coordinates": [[1.460, -0.027, 0.064], [-0.318, -0.469, -0.477], [-1.279, 0.333, 0.305], [1.430, 0.061, 1.206], [-0.894, 1.439, 0.662], [2.015, -0.037, -1.000], [-2.377, -0.132, 0.500], [-0.642, -2.183, -0.673]], "lowdin_charge": [-0.673, -0.407, -0.508, 0.114, 0.003, 0.039, -0.041, 0.474], "e_lumo_ev": 3.75, "charge": -1, "e_homo_ha": -0.1798, "de_lowest_kj_mol": 27.5, "multiplicity": 1, "gap_ev": 8.6}



{"formula": "CClNO3S", "method": "ωB97M-V/def2-TZVPD", "symbols": ["C", "N", "O", "O", "O", "S", "Cl"], "coordinates": [[1.669, 0.363, -1.429], [1.675, -1.121, -1.177], [0.574, 0.776, -1.761], [2.752, 0.872, -1.199], [2.336, -2.078, -3.574], [1.954, -2.321, -2.018], [-10.959, 3.508, 11.158]], "lowdin_charge": [-0.882, -0.286, -0.015, -0.019, -0.648, 0.850, -1.000], "e_lumo_ev": 4.23, "charge": -2, "e_homo_ha": -0.0940, "de_lowest_kj_mol": 0.0, "multiplicity": 1, "gap_ev": 6.8}



{"formula": "CClNO5", "method": "ωB97M-V/def2-TZVPD", "symbols": ["C", "N", "O", "O", "O", "O", "O", "Cl"], "coordinates": [[1.185, -1.125, 0.386], [-1.357, 1.086, -0.707], [-0.440, 1.844, -0.475], [1.678, -1.641, -0.520], [-2.419, 1.200, -1.274], [0.254, -0.490, 0.838], [-1.294, -0.154, -0.180], [2.393, -0.718, 1.934]], "lowdin_charge": [-0.822, -0.467, 0.141, 0.174, 0.162, 0.064, 0.152, 0.595], "e_lumo_ev": [-3.32, -4.35], "e_homo_ha": [-0.4486, -0.4412], "de_lowest_kj_mol": 315.1, "multiplicity": 1, "gap_ev": [8.9, 7.7]}



{"formula": "CClNOS2", "method": "ωB97M-V/def2-TZVPD", "symbols": ["C", "N", "O", "S", "S", "Cl"], "coordinates": [[-0.191, 1.207, 0.273], [-0.418, 2.203, -0.275], [-0.095, -2.832, 0.371], [0.540, -0.051, 1.093], [-0.233, -1.576, -0.259], [1.119, -1.198, -1.803]], "lowdin_charge": [-0.771, 0.113, -0.526, 0.646, 0.355, 0.184], "e_lumo_ev": -1.17, "e_homo_ha": -0.3874, "de_lowest_kj_mol": 0.0, "multiplicity": 1, "gap_ev": 9.4}



{"formula": "CCuO3", "method": "ωB97M-V/def2-TZVPD", "symbols": ["O", "C", "O", "O", "Cu"], "coordinates": [[0.140, -0.939, -0.322], [1.003, -0.091, -0.329], [2.105, 0.229, -0.549], [-1.012, 1.140, 0.687], [-1.576, -0.484, 0.372]], "lowdin_charge": [0.041, -0.327, 0.246, -0.485, 0.525], "e_lumo_ev": [-0.92, -0.97], "e_homo_ha": [-0.3479, -0.3261], "de_lowest_kj_mol": 72.2, "multiplicity": 2, "gap_ev": [8.5, 7.9]}



{"formula": "CF2O2S", "method": "ωB97M-V/def2-TZVPD", "symbols": ["C", "O", "O", "F", "F", "S"], "coordinates": [[1.054, 0.309, -0.183], [2.067, 0.862, -0.311], [-0.148, 0.638, -0.478], [0.982, -0.884, 0.548], [-2.705, -0.101, 0.016], [-1.249, -0.824, 0.408]], "lowdin_charge": [-0.710, 0.214, -0.084, -0.084, -0.460, 1.123], "e_lumo_ev": -2.26, "smiles": "O=C(F)OSF", "e_homo_ha": -0.3999, "de_lowest_kj_mol": 147.5, "multiplicity": 1, "gap_ev": 8.6}



{"formula": "CF3NO4S", "method": "ωB97M-V/def2-TZVPD", "symbols": ["C", "N", "O", "O", "O", "O", "F", "F", "F", "S"], "coordinates": [[-0.874, 0.045, -1.424], [0.791, 0.795, 2.132], [1.862, 1.209, 2.021], [-0.126, 0.746, 2.865], [1.748, -0.786, -0.629], [-0.227, -1.643, 0.482], [-1.079, 1.291, -1.771], [-0.561, -0.556, -2.604], [-1.982, -0.546, -1.030], [0.448, -0.556, -0.042]], "lowdin_charge": [-0.638, -0.307, 0.159, 0.154, -0.313, -0.299, 0.170, 0.104, 0.139, 0.831], "e_lumo_ev": [-1.88, -2.77], "e_homo_ha": [-0.3803, -0.3855], "de_lowest_kj_mol": 220.5, "multiplicity": 1, "gap_ev": [8.5, 7.7]}



{"formula": "CF3O11S3Sn", "method": "ωB97M-V/def2-TZVPD", "symbols": ["Sn", "S", "O", "O", "O", "O", "S", "O", "O", "O", "O", "C", "F", "F", "F", "S", "O", "O", "O"], "coordinates": [[-1.027, 0.053, -0.328], [-3.000, 1.588, -1.695], [-3.034, 1.543, -0.211], [-4.332, 1.653, -2.307], [-2.662, 2.881, -2.329], [-2.064, 0.612, -2.233], [0.491, -1.765, -1.868], [1.361, -1.279, -2.961], [0.723, -3.190, -1.617], [0.946, -1.021, -0.701], [-0.918, -1.424, -2.218], [2.102, -0.283, 3.176], [1.955, -1.562, 3.324], [1.446, 0.377, 4.148], [3.302, 0.251, 3.229], [1.303, 0.271, 1.429], [1.202, 1.734, 1.536], [2.250, -0.151, 0.374], [-0.043, -0.288, 1.253]], "lowdin_charge": [1.464, 0.126, -0.527, -0.466, -0.481, -0.495, 0.184, -0.425, -0.423, -0.542, -0.463, -0.675, 0.160, 0.081, 0.126, 0.567, -0.351, -0.323, -0.536], "e_lumo_ev": 6.74, "charge": -3, "e_homo_ha": 0.0908, "de_lowest_kj_mol": 0.0, "multiplicity": 1, "gap_ev": 4.3}



{"formula": "CF3O3S", "method": "ωB97M-V/def2-TZVPD", "symbols": ["C", "O", "O", "O", "F", "F", "F", "S"], "coordinates": [[-1.435, 0.138, 0.088], [2.449, -1.114, -0.879], [2.265, 0.201, 1.127], [0.396, 0.513, -0.535], [-2.037, -0.191, -1.064], [-2.054, 1.189, 0.597], [-1.486, -0.884, 0.975], [1.902, 0.148, -0.309]], "lowdin_charge": [-0.496, -0.497, -0.493, -0.421, 0.098, 0.125, 0.096, 0.587], "e_lumo_ev": [3.56, 3.79], "charge": -1, "e_homo_ha": [-0.1361, -0.1446], "de_lowest_kj_mol": 353.4, "multiplicity": 1, "gap_ev": [7.3, 7.7]}



{"formula": "CF3O7S2Sn", "method": "ωB97M-V/def2-TZVPD", "symbols": ["Sn", "S", "O", "O", "O", "O", "C", "F", "F", "F", "S", "O", "O", "O"], "coordinates": [[22.220, 18.729, 13.312], [23.194, 21.995, 15.972], [23.293, 23.318, 15.466], [23.348, 20.954, 14.945], [24.160, 21.894, 17.017], [21.825, 22.243, 16.432], [26.921, 19.446, 11.525], [27.716, 20.482, 11.938], [27.424, 18.761, 10.443], [26.690, 18.663, 12.628], [25.255, 20.293, 10.976], [25.678, 21.590, 10.521], [24.610, 19.459, 9.936], [24.477, 20.368, 12.271]], "lowdin_charge": [0.775, 0.051, -0.410, -0.523, -0.410, -0.462, -0.542, 0.081, 0.069, 0.078, 0.498, -0.328, -0.393, -0.482], "e_lumo_ev": [3.76, 3.84], "charge": -2, "e_homo_ha": [0.0166, 0.0244], "de_lowest_kj_mol": 258.0, "multiplicity": 2, "gap_ev": [3.3, 3.2]}



{"formula": "CF4N2O", "method": "ωB97M-V/def2-TZVPD", "symbols": ["C", "N", "N", "O", "F", "F", "F", "F"], "coordinates": [[1.027, 0.134, 0.020], [-1.219, 0.446, 0.609], [-0.544, -0.276, -0.154], [-0.709, -1.184, -0.990], [1.061, 1.222, 0.670], [1.676, -0.862, 0.668], [1.440, 0.234, -1.229], [-2.553, 0.379, 0.382]], "lowdin_charge": [-0.576, 0.109, -0.200, 0.048, 0.237, 0.174, 0.203, 0.005], "e_lumo_ev": [0.00, 0.00], "smiles": "[O-]/[N+](=N\\F)C(F)(F)F", "e_homo_ha": [-0.4073, -0.4073], "de_lowest_kj_mol": 336.2, "multiplicity": 1, "gap_ev": [11.1, 11.1]}



{"formula": "CF4OS", "method": "ωB97M-V/def2-TZVPD", "symbols": ["C", "O", "F", "F", "F", "F", "S"], "coordinates": [[-0.919, 0.600, -0.129], [2.042, -1.845, -0.611], [-1.162, 0.475, -1.444], [-0.708, 1.889, 0.171], [-1.942, 0.117, 0.564], [1.666, -0.996, 1.687], [1.970, -0.613, 0.096]], "lowdin_charge": [-0.417, -0.480, 0.106, 0.109, 0.133, -0.410, 0.959], "e_lumo_ev": [-1.22, -1.48], "e_homo_ha": [-0.3551, -0.3901], "de_lowest_kj_mol": 151.8, "multiplicity": 1, "gap_ev": [8.4, 9.1]}



{"formula": "CF5LiO3PRb", "method": "ωB97M-V/def2-TZVPD", "symbols": ["P", "F", "F", "F", "F", "F", "O", "O", "C", "O", "Rb", "Li"], "coordinates": [[1.541, 0.673, 0.084], [2.194, 1.447, 1.299], [-1.826, 2.003, 1.044], [2.850, -0.271, 0.035], [1.993, 1.209, -1.344], [0.327, 1.723, -0.220], [0.699, -0.604, 0.568], [-0.676, -2.331, 0.477], [-0.473, -1.178, 0.104], [-1.231, -0.508, -0.634], [-3.752, -3.528, -0.830], [-1.646, 1.364, -0.583]], "lowdin_charge": [0.506, -0.049, -0.753, -0.143, -0.100, -0.199, -0.027, -0.004, -0.779, -0.120, 0.955, 0.713], "e_lumo_ev": -1.72, "e_homo_ha": -0.3047, "de_lowest_kj_mol": 26.7, "multiplicity": 1, "gap_ev": 6.6}